(1)
Entry from the Open Molecules 2025 dataset: a molecular structure, C17H14CoNO6 (wB97M-V/def2-TZVPD).

Results
- orbital gap (alpha / beta) (eV) = 7.99 / 5.23
- <S²> = 6.01
- max |F| (eV/Å) = 4.38
- ΔE to the lowest compared entry with this formula, charge and spin (eV) = 1.1953
- LUMO level (alpha / beta) (eV) = -1.0 / -3.7
- net charge = 0
- total energy (a.u.) = -2545.19298
- 2S+1 = 5
- highest occupied orbital energy (alpha / beta) (eV) = -9.00 / -8.96

Last column: natural (NBO) charge in e.
Element x y z (Å)
Co 0.49188 -0.13124 0.40772  1.845
O 1.51379 -1.77507 -3.07470  -0.559
C 1.02114 -1.53236 -2.00084  0.749
O 1.55786 -0.92048 -1.00738  -0.785
C -0.38781 -2.02575 -1.62130  0.122
C -1.06680 -3.12022 -2.13324  -0.219
C -2.21558 -3.55190 -1.47738  -0.123
C -2.58042 -2.95980 -0.27383  -0.211
C -1.83604 -1.88239 0.17770  0.126
N -0.83090 -1.38566 -0.54014  -0.528
C -1.84579 -1.29736 1.59557  0.747
O -2.78874 -1.45078 2.33337  -0.566
O -0.72519 -0.72073 1.85315  -0.794
H -0.68843 -3.62500 -3.00750  0.255
H -2.78458 -4.38355 -1.86528  0.233
H -3.40570 -3.32043 0.32064  0.255
C -3.81726 3.87549 -3.36453  -0.628
C -2.70769 3.66163 -2.38162  0.008
C -1.42596 4.13029 -2.63820  -0.247
C -0.38958 3.94719 -1.73205  0.122
C 0.96162 4.52450 -2.01288  -0.655
C -0.66250 3.23565 -0.56155  -0.201
C -1.95569 2.82393 -0.22896  0.020
C -2.27405 2.25703 1.12024  -0.648
C -2.95435 3.01621 -1.17356  -0.228
C 0.48307 2.91586 0.40162  0.792
O 1.01971 3.83426 0.97632  -0.554
O 0.76457 1.67264 0.49809  -0.745
H -3.56486 4.65782 -4.07624  0.217
H -4.73947 4.14274 -2.85169  0.219
H -3.99595 2.95398 -3.92067  0.221
H -1.22960 4.67790 -3.54828  0.205
H 0.98334 4.98959 -2.99661  0.214
H 1.73387 3.75842 -1.96123  0.220
H 1.19591 5.27785 -1.26150  0.240
H -2.14647 3.02359 1.88342  0.235
H -1.61043 1.43531 1.38484  0.213
H -3.30167 1.90837 1.16180  0.225
H -3.95390 2.67156 -0.95102  0.204



(2)
Entry from the Open Molecules 2025 dataset: a molecular structure, C27H68AsGaN4O2PSSi5 (wB97M-V/def2-TZVPD).

Results
- orbital gap (eV) = 7.43
- max |F| (eV/Å) = 3.03
- ΔE to the lowest compared entry with this formula, charge and spin (eV) = 0.9515
- LUMO level (eV) = -2.7
- net charge = +1
- total energy (a.u.) = -7786.65094
- highest occupied orbital energy (eV) = -10.10

Last column: Löwdin charge in e.
Element x y z (Å)
Ga -2.17421 -0.18491 -0.16666  0.181
O -0.60639 -0.41541 1.03415  -0.168
N 0.41984 -0.79519 0.21748  -0.156
C 1.34489 -1.59294 0.85494  -0.037
C 2.37373 -2.16607 0.14724  -0.095
C 2.51223 -1.90362 -1.23819  -0.098
C 1.55536 -1.14707 -1.89582  -0.069
C 0.53495 -0.53801 -1.07097  -0.574
S -0.71225 0.53326 -1.77343  0.776
H 1.24939 -1.69709 1.93103  0.144
H 3.12132 -2.80378 0.61363  0.121
H 3.41924 -2.21548 -1.77802  0.127
H 1.52838 -0.94027 -2.96281  0.114
C 7.10136 2.15053 0.06897  -0.226
Si 6.07576 0.81345 -0.56798  0.195
C 6.80626 -0.84563 0.03418  -0.195
C 6.19171 0.97174 -2.38418  -0.232
As 3.81298 0.96819 -0.03165  0.838
Si 3.19813 2.80627 -1.35166  0.289
C 2.79119 2.33833 -3.18825  -0.196
C 1.61335 3.51003 -0.56024  -0.223
C 4.46758 4.21478 -1.37769  -0.220
Si 3.68382 1.94897 2.14437  0.321
C 1.85984 1.74082 2.76145  -0.194
C 4.16229 3.79692 2.25833  -0.193
C 4.91693 1.12370 3.29425  -0.210
H 8.18006 2.09837 -0.24621  0.071
H 7.09229 2.21239 1.17539  0.032
H 6.76820 3.06393 -0.35892  -0.004
H 7.68314 -0.64133 0.64345  0.030
H 6.97730 -1.55277 -0.72891  0.005
H 6.08384 -1.26651 0.72733  -0.004
H 6.90656 0.36734 -2.96136  0.045
H 6.44312 2.02696 -2.60917  0.042
H 5.22578 0.70161 -2.82649  0.000
H 1.96140 1.61765 -3.29725  0.003
H 3.63610 1.87814 -3.70252  0.006
H 2.52837 3.23933 -3.70321  0.018
H 1.06548 4.13127 -1.20327  0.005
H 1.95997 4.18760 0.29566  0.054
H 0.91989 2.70532 -0.29552  -0.014
H 5.13415 4.18856 -2.24418  0.030
H 4.97746 4.37428 -0.41764  0.007
H 3.84107 5.12436 -1.53331  0.045
H 1.19512 2.34728 2.15139  -0.003
H 1.95316 2.01657 3.82743  0.042
H 1.57274 0.73027 2.68170  -0.025
H 5.23551 3.69009 2.31941  0.011
H 3.80276 4.24412 3.17595  0.035
H 3.90679 4.37928 1.38093  -0.010
H 4.78261 1.40604 4.30730  0.024
H 5.87937 1.57571 3.05346  0.012
H 5.00609 0.08552 2.95393  0.023
C -3.49676 3.26875 -1.24458  -0.156
Si -4.56856 1.78892 -0.80595  0.417
C -6.39203 1.99921 -0.30993  -0.175
C -4.75847 0.62690 -2.23489  -0.191
C -3.71985 0.80300 0.55755  -0.404
Si -3.22813 1.67308 2.17403  0.454
C -4.70471 2.60308 2.81482  -0.170
C -1.78211 2.88045 1.99593  -0.156
C -2.76583 0.17075 3.25335  -0.170
H -4.05180 3.85074 -1.99058  0.037
H -2.52733 2.92086 -1.73898  0.044
H -3.33667 3.91173 -0.38111  0.014
H -7.03417 2.04510 -1.27574  0.069
H -6.57441 2.90879 0.24259  0.015
H -6.80891 1.21602 0.26788  0.011
H -5.11444 -0.34724 -1.89095  0.018
H -3.80035 0.42766 -2.79378  0.041
H -5.42587 0.92315 -3.01344  0.026
H -4.33494 0.01941 0.91804  -0.005
H -4.79981 3.64036 2.46940  0.044
H -4.81283 2.67905 3.87854  0.025
H -5.61213 2.13676 2.42284  0.021
H -2.16058 3.69716 1.35932  0.016
H -0.97849 2.52660 1.28094  0.027
H -1.38347 3.31968 2.87891  0.025
H -3.51711 -0.61740 3.30959  0.021
H -2.39621 0.38471 4.25465  0.028
H -1.92294 -0.36701 2.64041  0.033
C -3.34975 -5.21759 -2.65733  -0.089
N -2.73580 -4.03856 -2.15063  -0.282
C -2.04628 -3.25831 -3.20070  -0.075
P -2.62823 -3.47396 -0.61036  0.595
O -2.41078 -1.97768 -0.56777  -0.230
N -4.03678 -3.83546 0.09934  -0.286
C -5.14078 -2.84147 -0.00607  -0.069
C -4.36557 -4.75690 1.20762  -0.094
N -1.50013 -4.33062 0.24450  -0.288
C -1.33362 -4.18019 1.69971  -0.072
C -0.36158 -4.92992 -0.40959  -0.095
H -3.86026 -5.03813 -3.58918  0.094
H -4.08123 -5.59485 -1.94782  0.088
H -2.66328 -6.00026 -2.81836  0.073
H -2.73299 -2.76347 -3.82286  0.072
H -1.49483 -3.88874 -3.95324  0.112
H -1.36704 -2.54198 -2.79222  0.050
H -6.05082 -3.48948 -0.17248  0.105
H -5.06355 -2.18302 -0.85194  0.055
H -5.29815 -2.36625 0.97947  0.095
H -3.56905 -5.51689 1.37914  0.080
H -5.31455 -5.32640 0.90758  0.111
H -4.58633 -4.25960 2.14172  0.079
H -1.95346 -3.42984 2.16568  0.088
H -0.29201 -4.02793 1.82147  0.059
H -1.55911 -5.16371 2.17881  0.099
H -0.20218 -6.02955 -0.21929  0.109
H 0.53309 -4.32399 -0.15553  0.074
H -0.49210 -4.90847 -1.51640  0.083



(3)
Entry from the Open Molecules 2025 dataset: a molecular structure, C37H43FKN7O5S (wB97M-V/def2-TZVPD).

Results
- orbital gap (eV) = 4.55
- max |F| (eV/Å) = 1.64
- ΔE to the lowest compared entry with this formula, charge and spin (eV) = 0.6275
- LUMO level (eV) = -1.7
- net charge = 0
- total energy (a.u.) = -3293.22559
- highest occupied orbital energy (eV) = -6.22

Last column: Löwdin charge in e.
Element x y z (Å)
K 1.97219 -1.51491 1.14241  0.773
F -2.36896 2.11193 -2.50448  0.057
C -1.68925 2.53790 -1.40618  -0.194
C -0.56550 1.87826 -1.00653  0.093
C 0.15457 2.35994 0.08368  -0.036
C 1.33245 1.58527 0.52662  -0.310
O 1.70363 0.62931 -0.14466  -0.019
C 1.95031 2.02552 1.76199  -0.028
C 1.54311 3.19108 2.29529  0.040
N 0.50337 3.96893 1.81511  -0.013
C 0.15345 5.17744 2.50601  -0.282
C 1.25014 6.15154 2.79870  -0.085
C 0.22637 6.47026 1.74831  -0.107
C -0.25221 3.51827 0.75178  -0.124
C -1.44437 4.14477 0.35808  0.064
C -2.16636 3.65197 -0.71014  -0.168
N -3.40128 4.28134 -1.06487  -0.096
C -3.29601 5.47264 -1.87371  -0.149
C -4.55230 6.30207 -1.71842  -0.088
N -5.74337 5.44148 -2.08035  0.055
C -5.79362 4.16966 -1.25492  -0.078
C -4.49628 3.43185 -1.47888  -0.156
C 2.98170 1.14297 2.46352  -0.689
O 4.11754 1.60497 2.61850  0.001
O 2.49508 0.03926 2.80542  -0.158
H -0.21755 0.98746 -1.51475  0.149
H 2.02415 3.58926 3.17861  0.147
H -0.62934 5.08102 3.25219  0.151
H 2.23883 5.88013 2.45692  0.112
H 1.21583 6.67658 3.74186  0.105
H 0.54263 6.40932 0.71620  0.109
H -0.52021 7.22265 1.96480  0.098
H -1.84188 4.97988 0.91852  0.117
H -3.13840 5.23603 -2.94176  0.142
H -2.44706 6.07196 -1.54779  0.141
H -4.57426 7.17355 -2.36987  0.135
H -4.70496 6.59881 -0.68221  0.138
H -5.66429 5.17538 -3.06629  0.179
H -6.61059 5.97149 -1.98784  0.179
H -6.66607 3.60972 -1.58612  0.137
H -5.91252 4.48591 -0.21996  0.140
H -4.42774 3.13375 -2.53627  0.133
H -4.50029 2.50913 -0.89910  0.121
C -2.23157 -4.97522 -3.54539  -0.082
C -1.60450 -5.57597 -2.29469  -0.215
N -0.20813 -5.19019 -2.09734  -0.140
C 0.80629 -6.14983 -2.50410  -0.276
C 1.18463 -6.03914 -3.97276  -0.085
C 0.12341 -3.97462 -1.58368  -0.741
S 1.76381 -3.52376 -1.45328  0.618
N -0.97742 -3.20987 -1.33952  0.079
C -1.01341 -2.28463 -0.39096  -0.484
O -0.20017 -2.03060 0.50654  -0.172
C -2.30023 -1.46158 -0.38109  -0.116
C -3.26972 -1.58776 -1.37076  -0.024
C -4.46511 -0.88857 -1.28141  -0.094
C -4.70394 -0.05496 -0.19324  -0.142
C -3.72425 0.10802 0.78024  -0.097
C -2.52789 -0.59373 0.68139  -0.024
H -3.27794 -5.27684 -3.63407  0.070
H -1.70923 -5.29695 -4.44733  0.057
H -2.18484 -3.89001 -3.48917  0.049
H -1.61935 -6.66551 -2.35755  0.108
H -2.18151 -5.28766 -1.41745  0.110
H 0.41822 -7.14734 -2.28261  0.109
H 1.68548 -5.98559 -1.88638  0.053
H 0.33127 -6.23372 -4.62446  0.056
H 1.96411 -6.76232 -4.22001  0.070
H 1.56475 -5.03808 -4.17890  0.063
H -3.07829 -2.27086 -2.18738  0.092
H -5.22572 -1.02352 -2.04150  0.094
H -5.66792 0.43394 -0.08896  0.087
H -3.90408 0.74689 1.63685  0.097
H -1.75810 -0.50757 1.43747  0.118
C 3.01267 -5.78056 1.36881  -0.002
C 3.31435 -4.72902 2.40392  -0.541
O 2.42392 -4.16330 3.00911  0.037
N 4.63638 -4.50978 2.67943  0.068
C 5.01643 -3.42732 3.56098  -0.121
C 5.78844 -2.34702 2.85451  -0.271
C 7.04143 -1.94517 3.28583  -0.030
C 7.65303 -0.87133 2.65016  -0.071
C 6.98498 -0.24732 1.61675  -0.061
C 5.73904 -0.73909 1.24509  -0.126
N 5.15816 -1.77751 1.82931  0.129
H 2.18921 -5.41957 0.75736  0.046
H 2.69888 -6.69009 1.88362  0.087
H 3.86329 -6.01346 0.72906  0.076
H 5.31638 -4.86537 2.02797  0.135
H 5.58360 -3.78292 4.42484  0.117
H 4.07631 -3.01251 3.92537  0.127
H 7.51019 -2.44253 4.12530  0.104
H 8.62431 -0.52014 2.97567  0.102
H 7.39457 0.61645 1.11303  0.103
H 5.18515 -0.26069 0.44591  0.115



(4)
Entry from the Open Molecules 2025 dataset: 2 unconnected molecules or ions with the total composition H5NOSSi (wB97M-V/def2-TZVPD).

Results
- orbital gap (eV) = 9.64
- SMILES = N[SiH]=S.O
- max |F| (eV/Å) = 1.47
- ΔE to the lowest compared entry with this formula, charge and spin (eV) = 1.3207
- LUMO level (eV) = 0.3
- net charge = 0
- total energy (a.u.) = -820.71907
- highest occupied orbital energy (eV) = -9.34

Last column: natural (NBO) charge in e.
Element x y z (Å)
N -0.40268 -1.28572 0.32531  -1.283
O -1.13059 1.78579 -0.12206  -0.967
Si 1.18021 -0.93495 -0.16995  1.379
S 2.16411 0.70095 0.37191  -0.725
H -0.98037 -2.02059 -0.05181  0.411
H -0.96152 -0.60055 0.80883  0.423
H -1.18678 2.69900 -0.41666  0.474
H 1.57062 -2.03725 -1.02085  -0.197
H -0.25301 1.69333 0.27527  0.485